C42H28Br2F4N2PS2Ti | ωB97M-V with the def2-TZVPD basis set

Calculated values
Max |F|: 0.745 eV Å⁻¹
Net charge: +1
HOMO: -10.46 eV
Kohn-Sham gap: 6.75 eV

Last column: Mulliken charge in e.
Atoms and positions in Å:
Ti  -0.131  1.301  -0.564  0.11
F  1.364  0.679  6.264  -0.30
C  1.534  0.452  4.976  0.58
C  1.945  -0.791  4.532  0.33
F  2.177  -1.765  5.395  -0.30
C  2.133  -1.003  3.170  -0.05
F  2.588  -2.202  2.806  -0.40
C  1.878  -0.022  2.224  1.19
P  1.963  -0.296  0.418  1.06
C  3.714  -0.168  -0.014  0.44
C  4.643  -1.102  0.460  -0.41
C  5.980  -0.972  0.137  -0.79
C  6.404  0.089  -0.657  -0.54
C  5.490  1.018  -1.127  -0.78
C  4.145  0.892  -0.805  -0.23
C  1.505  -2.023  0.126  1.04
C  2.050  -2.687  -0.971  -0.81
C  1.604  -3.955  -1.313  -0.76
C  0.618  -4.574  -0.560  -0.78
C  0.071  -3.916  0.534  -0.59
C  0.500  -2.643  0.867  -0.95
C  1.507  1.238  2.705  -0.59
Br  1.321  2.715  1.540  -0.03
C  1.338  1.477  4.054  0.42
F  1.015  2.682  4.505  -0.44
H  4.314  -1.934  1.068  0.46
H  6.695  -1.696  0.504  0.44
H  7.452  0.189  -0.907  0.41
H  5.817  1.845  -1.741  0.47
H  3.435  1.628  -1.169  0.16
H  2.834  -2.226  -1.559  0.51
H  2.039  -4.463  -2.163  0.51
H  0.282  -5.570  -0.816  0.44
H  -0.694  -4.394  1.132  0.49
H  0.056  -2.135  1.715  0.38
S  -1.999  2.360  -1.354  -0.51
C  -1.347  3.059  -2.841  0.84
C  -2.223  3.364  -3.880  -0.80
C  -1.740  3.899  -5.060  -0.60
C  -0.377  4.130  -5.213  -0.59
C  0.499  3.833  -4.185  -0.76
C  0.026  3.296  -2.989  0.34
S  1.144  2.990  -1.657  -0.42
H  -3.282  3.180  -3.755  0.49
H  -2.424  4.140  -5.861  0.39
H  0.003  4.551  -6.134  0.40
H  1.558  4.023  -4.299  0.45
N  -1.034  0.359  0.748  1.20
C  -2.127  0.289  1.407  -1.40
C  -2.327  1.061  2.656  0.61
C  -1.972  2.404  2.728  -0.21
C  -2.092  3.090  3.925  -0.93
C  -2.544  2.432  5.061  -0.48
C  -2.910  1.095  4.993  -0.93
C  -2.823  0.413  3.789  -0.34
C  -3.220  -0.599  0.936  1.11
C  -4.551  -0.240  1.143  -0.38
C  -5.569  -1.042  0.654  -0.90
C  -5.268  -2.221  -0.012  -0.50
C  -3.944  -2.594  -0.206  -0.98
C  -2.923  -1.780  0.256  -0.20
H  -1.642  2.924  1.839  0.51
H  -1.832  4.139  3.971  0.46
H  -2.624  2.968  5.997  0.45
H  -3.271  0.583  5.874  0.43
H  -3.119  -0.627  3.733  0.56
H  -4.787  0.676  1.670  0.55
H  -6.601  -0.752  0.798  0.44
H  -6.066  -2.855  -0.375  0.42
H  -3.711  -3.521  -0.713  0.51
H  -1.889  -2.057  0.102  0.67
Br  0.014  -3.140  -5.718  -0.09
C  -0.028  -1.887  -4.325  -0.16
C  1.081  -1.097  -4.061  -0.76
C  1.010  -0.198  -3.016  -0.30
N  -0.082  -0.058  -2.255  1.07
C  -1.154  -0.812  -2.529  -0.50
C  -1.170  -1.741  -3.549  -0.88
H  1.985  -1.173  -4.647  0.55
H  1.846  0.446  -2.771  0.31
H  -2.022  -0.651  -1.907  0.62
H  -2.060  -2.326  -3.728  0.57


C42H28F5IN5PV | ωB97M-V with the def2-TZVPD basis set

Calculated values
Max |F|: 0.709 eV Å⁻¹
Net charge: +2
HOMO (spin up / spin down): -13.64 / -13.63 eV
Kohn-Sham gap (spin up / spin down): 6.01 / 6.77 eV
Spin multiplicity: 2

Last column: Löwdin spin population.
Atoms and positions in Å:
V  -0.001  0.209  -0.142  1.31
C  -0.241  1.203  -4.278  -0.01
C  -0.166  0.012  -4.993  0.00
C  -0.031  -1.168  -4.299  0.00
C  0.057  -1.158  -2.906  0.00
N  -0.074  -0.006  -2.206  -0.01
C  -0.214  1.139  -2.911  0.01
N  0.333  -2.367  -2.312  -0.02
C  0.710  -2.470  -1.100  0.01
N  0.790  -1.445  -0.132  -0.06
C  1.367  -2.019  1.055  0.01
N  1.667  -1.466  2.156  -0.02
C  1.469  -0.152  2.531  0.00
C  2.032  0.230  3.745  -0.01
C  1.851  1.513  4.215  0.00
C  1.088  2.402  3.469  -0.01
C  0.555  1.971  2.277  0.00
N  0.740  0.722  1.803  -0.01
C  1.577  -3.444  0.799  0.00
C  2.101  -4.426  1.622  0.00
C  2.180  -5.709  1.098  0.00
C  1.757  -5.989  -0.204  0.00
C  1.242  -4.996  -1.025  0.00
C  1.159  -3.722  -0.491  0.00
H  -0.330  2.162  -4.768  0.00
H  -0.198  0.013  -6.074  0.00
H  0.059  -2.125  -4.793  0.00
H  -0.278  2.046  -2.330  0.00
H  2.604  -0.509  4.287  0.00
H  2.295  1.819  5.153  0.00
H  0.910  3.416  3.796  0.00
H  -0.025  2.643  1.662  0.00
H  2.434  -4.197  2.625  0.00
H  2.582  -6.509  1.705  0.00
H  1.840  -7.000  -0.578  0.00
H  0.925  -5.200  -2.038  0.00
I  -1.731  -0.830  1.919  -0.03
C  -3.402  -1.661  0.983  0.00
C  -3.652  -2.985  1.200  0.00
C  -4.921  -3.509  0.875  0.00
C  -5.906  -2.669  0.450  0.00
C  -5.658  -1.289  0.238  0.00
C  -6.706  -0.406  -0.112  0.00
C  -6.469  0.927  -0.283  0.00
C  -5.149  1.405  -0.244  0.00
C  -4.090  0.583  0.069  0.00
P  -2.467  1.207  -0.518  -0.03
C  -2.177  2.778  0.340  0.00
C  -1.258  3.712  -0.147  0.00
C  -0.941  4.839  0.597  0.00
C  -1.529  5.041  1.838  0.00
C  -2.439  4.115  2.334  0.00
C  -2.761  2.988  1.594  0.00
C  -2.950  1.515  -2.238  0.00
C  -3.286  0.383  -2.982  0.00
C  -3.732  0.516  -4.283  0.00
C  -3.843  1.781  -4.851  0.00
C  -3.525  2.909  -4.109  0.00
C  -3.083  2.782  -2.798  0.00
C  -4.349  -0.772  0.421  0.00
H  -2.908  -3.623  1.659  0.00
H  -5.117  -4.560  1.030  0.00
H  -6.907  -3.044  0.278  0.00
H  -7.706  -0.806  -0.225  0.00
H  -7.277  1.607  -0.514  0.00
H  -4.967  2.436  -0.528  0.00
H  -0.781  3.586  -1.110  0.00
H  -0.233  5.557  0.205  0.00
H  -1.286  5.924  2.414  0.00
H  -2.909  4.273  3.296  0.00
H  -3.473  2.276  1.989  0.00
H  -3.205  -0.606  -2.539  0.00
H  -3.997  -0.362  -4.857  0.00
H  -4.193  1.887  -5.869  0.00
H  -3.633  3.894  -4.544  0.00
H  -2.862  3.670  -2.220  0.00
F  2.814  0.774  0.360  -0.01
C  1.892  1.304  -0.492  -0.08
F  1.703  2.609  -0.140  -0.02
C  2.681  1.357  -1.841  -0.01
F  3.924  1.752  -1.609  0.00
F  2.721  0.156  -2.424  0.00
F  2.134  2.237  -2.688  0.00


C42H29LuN8O7S | ωB97M-V with the def2-TZVPD basis set

Calculated values
Max |F|: 2.549 eV Å⁻¹
Net charge: -2
HOMO: -2.32 eV
Kohn-Sham gap: 6.40 eV

Last column: Mulliken charge in e.
Atoms and positions in Å:
Lu  0.247  -0.361  1.402  2.14
O  0.191  -2.569  5.433  -0.79
C  0.524  -2.018  4.372  -0.20
N  -0.070  -2.063  3.179  -0.18
C  -1.104  -2.976  2.984  0.12
C  -1.092  -4.248  3.554  -0.64
C  -2.091  -5.167  3.286  -0.68
C  -3.126  -4.827  2.430  -0.80
C  -3.152  -3.573  1.849  -0.34
C  -2.155  -2.626  2.104  -0.18
N  -2.126  -1.419  1.412  0.66
C  -3.282  -0.768  1.295  -0.99
O  -4.266  -0.819  2.049  -0.75
C  -3.423  0.108  0.074  0.82
C  -4.294  1.200  0.102  -0.38
C  -4.556  1.883  -1.067  -0.63
C  -3.964  1.443  -2.244  -0.68
C  -3.129  0.343  -2.170  -0.19
N  -2.863  -0.311  -1.054  -0.07
C  1.790  -1.203  4.379  0.43
C  2.375  -0.883  5.603  -0.54
C  3.609  -0.264  5.611  -0.34
C  4.223  -0.010  4.393  -0.91
C  3.549  -0.331  3.225  -0.11
N  2.351  -0.899  3.207  0.22
H  -0.288  -4.503  4.227  0.44
H  -2.055  -6.150  3.739  0.36
H  -3.914  -5.541  2.216  0.36
H  -3.948  -3.300  1.169  0.44
H  -4.747  1.478  1.041  0.55
H  -5.222  2.736  -1.068  0.41
H  -4.155  1.929  -3.189  0.44
H  -2.651  -0.043  -3.063  0.45
H  1.837  -1.139  6.505  0.43
H  4.087  0.015  6.542  0.40
H  5.203  0.440  4.329  0.42
H  3.994  -0.139  2.260  0.52
O  -0.071  4.975  -3.914  -0.78
C  0.371  3.830  -4.053  0.06
O  1.010  3.328  -4.985  -0.64
C  0.071  2.853  -2.858  -0.62
C  -0.392  3.332  -1.643  -1.00
C  -0.666  2.431  -0.615  0.49
N  -0.435  1.122  -0.749  1.51
C  -0.047  0.643  -1.934  0.98
C  0.211  1.482  -3.015  -0.97
C  -0.022  -0.830  -2.023  -0.39
C  0.167  -1.504  -3.233  -0.45
C  0.088  -2.884  -3.257  -0.99
C  -0.179  -3.553  -2.073  -1.12
C  -0.349  -2.810  -0.914  -0.58
N  -0.266  -1.490  -0.887  1.46
C  -1.344  2.819  0.632  -0.06
C  -1.750  4.129  0.898  -0.86
C  -2.511  4.379  2.024  -0.65
C  -2.834  3.325  2.868  -1.11
C  -2.358  2.064  2.549  -0.49
N  -1.638  1.814  1.465  1.12
H  -0.544  4.396  -1.555  0.63
H  0.524  1.129  -3.986  0.35
H  0.363  -0.955  -4.140  0.51
H  0.221  -3.428  -4.186  0.45
H  -0.257  -4.630  -2.050  0.47
H  -0.565  -3.290  0.035  0.27
H  -1.483  4.935  0.235  0.46
H  -2.855  5.384  2.236  0.41
H  -3.428  3.476  3.759  0.42
H  -2.576  1.206  3.176  0.40
C  3.809  1.025  -5.873  -1.61
C  3.603  0.618  -4.444  1.13
C  3.451  1.595  -3.467  -0.78
C  3.162  1.241  -2.163  -0.78
C  3.026  -0.088  -1.812  0.37
C  3.227  -1.074  -2.758  -0.25
C  3.507  -0.718  -4.069  -1.00
S  2.840  -0.396  -0.051  1.31
O  4.234  -0.492  0.341  -0.76
O  2.070  -1.620  0.194  -0.68
O  2.111  0.760  0.481  -0.51
H  4.209  2.035  -5.923  0.37
H  2.845  1.037  -6.380  0.27
H  4.474  0.343  -6.402  0.44
H  3.516  2.638  -3.735  0.12
H  3.030  1.982  -1.391  0.52
H  3.157  -2.112  -2.467  0.55
H  3.643  -1.496  -4.810  0.36
N  0.777  2.242  3.772  -1.10
C  0.549  1.374  3.033  0.53


max |F| of number 1 (C42H28Br2F4N2PS2Ti)?
0.745 eV Å⁻¹


Which value of max |F| does entry 2 give?
0.709 eV Å⁻¹